No. 1
The following is a quantum chemistry calculation of 12 unconnected molecules or ions with the total composition C42H102O36P6, from OMol25.

Values from the calculation:
Charge: 0
ΔE to the lowest compared entry with this formula, charge and spin (kJ/mol): 0.00
Spin multiplicity: 1
E (Eh): -6418.906782
SMILES: COP(=O)(OC)OC.COP(=O)(OC)OC.COP(=O)(OC)OC.COP(=O)(OC)OC.COP(=O)(OC)OC.COP(=O)(OC)OC.CCOC(C)=O.CCOC(C)=O.CCOC(C)=O.CCOC(C)=O.CCOC(C)=O.CCOC(C)=O

Last column: Löwdin charge in e.
Element x y z (Å)
C (-16.04761, -10.99489, 13.45772)  -0.1061
O (-16.15843, -9.61200, 13.72590)  -0.2242
P (-14.96105, -8.81848, 14.44264)  0.3762
O (-14.43591, -9.37258, 15.68671)  -0.2159
O (-13.86168, -8.69120, 13.28777)  -0.1925
C (-14.24949, -8.03746, 12.08724)  -0.1040
O (-15.54393, -7.33697, 14.53536)  -0.2326
C (-16.73619, -7.09631, 15.29391)  -0.0738
H (-17.01245, -11.47315, 13.63060)  0.0948
H (-15.31785, -11.55873, 14.04238)  0.0938
H (-15.79453, -11.13122, 12.40307)  0.0830
H (-13.48649, -7.33838, 11.74789)  0.0710
H (-15.19778, -7.50821, 12.15793)  0.0588
H (-14.31866, -8.80260, 11.30625)  0.0950
H (-16.45403, -6.47224, 16.14379)  0.0945
H (-17.17534, -7.99741, 15.72590)  0.0902
H (-17.45534, -6.59328, 14.64934)  0.0687
C (-22.41276, -6.21112, 7.63461)  -0.0965
O (-22.97829, -6.47886, 8.92272)  -0.2244
P (-22.19407, -7.41601, 9.96643)  0.3712
O (-22.82194, -7.45800, 11.28107)  -0.2146
O (-20.73554, -6.75521, 10.00155)  -0.2369
C (-20.35669, -5.77901, 10.97666)  -0.0805
O (-21.88823, -8.78534, 9.21986)  -0.2295
C (-22.99960, -9.52021, 8.69159)  -0.0919
H (-21.48534, -6.73668, 7.40497)  0.0884
H (-22.29055, -5.13588, 7.52845)  0.0914
H (-23.15572, -6.59591, 6.92899)  0.0877
H (-21.06878, -4.95399, 10.89730)  0.0948
H (-19.34307, -5.44979, 10.76932)  0.0722
H (-20.41003, -6.22949, 11.96797)  0.0889
H (-23.74879, -8.88323, 8.21652)  0.0861
H (-23.54376, -10.10398, 9.43457)  0.0921
H (-22.54118, -10.17163, 7.95104)  0.0971
C (-17.07397, -0.97224, 12.70210)  -0.0537
O (-18.37936, -0.63581, 12.20908)  -0.2365
P (-18.74072, -0.62588, 10.65520)  0.3655
O (-18.27705, -1.80313, 9.90442)  -0.2265
O (-18.16581, 0.78612, 10.18225)  -0.2131
C (-18.20941, 1.16187, 8.81228)  -0.0914
O (-20.30576, -0.41988, 10.65012)  -0.2087
C (-20.96569, 0.73512, 11.15935)  -0.0835
H (-17.27375, -1.61207, 13.56096)  0.0918
H (-16.59388, -0.06215, 13.06436)  0.0871
H (-16.40259, -1.43907, 11.98320)  0.0812
H (-18.90762, 1.96946, 8.59384)  0.0912
H (-18.46950, 0.29996, 8.19016)  0.0877
H (-17.20051, 1.46331, 8.53015)  0.0759
H (-21.56239, 1.25171, 10.41190)  0.0906
H (-20.26384, 1.47740, 11.54783)  0.0892
H (-21.55244, 0.39677, 12.01162)  0.0925
C (-14.71774, -2.12112, 16.03599)  -0.0574
O (-15.24872, -0.83654, 15.67253)  -0.2223
P (-14.66723, 0.46644, 16.37733)  0.3854
O (-14.68941, 0.38473, 17.84649)  -0.2288
O (-13.22856, 0.75368, 15.75232)  -0.2044
C (-13.02291, 0.62340, 14.34837)  -0.0889
O (-15.65262, 1.55293, 15.70821)  -0.2294
C (-15.93192, 2.76341, 16.43307)  -0.0854
H (-14.20012, -2.61322, 15.21379)  0.0757
H (-15.57371, -2.74710, 16.28542)  0.0959
H (-14.03880, -2.03965, 16.88004)  0.0589
H (-12.39197, -0.22680, 14.09850)  0.0685
H (-12.48888, 1.52551, 14.03673)  0.0946
H (-13.92883, 0.61835, 13.74074)  0.0874
H (-15.49716, 3.55282, 15.81647)  0.0888
H (-15.57177, 2.73843, 17.45952)  0.0813
H (-17.01506, 2.89437, 16.43959)  0.0868
C (-11.50888, -6.91827, 15.42262)  -0.0647
O (-10.27062, -7.54658, 15.79591)  -0.2027
P (-8.90164, -6.71199, 15.76324)  0.3771
O (-8.62183, -5.95449, 14.53802)  -0.2282
O (-8.92692, -5.80124, 17.08622)  -0.2064
C (-7.80318, -4.99886, 17.45133)  -0.1005
O (-7.84370, -7.83352, 16.07625)  -0.1987
C (-7.66265, -8.87978, 15.13305)  -0.1024
H (-12.34100, -7.45308, 15.87191)  0.0817
H (-11.61223, -6.87708, 14.33861)  0.0816
H (-11.54547, -5.88236, 15.77033)  0.0772
H (-7.11370, -5.64778, 18.00105)  0.0882
H (-8.07076, -4.24622, 18.18991)  0.0906
H (-7.22412, -4.56160, 16.64031)  0.0763
H (-7.47519, -9.81423, 15.66388)  0.0892
H (-6.80391, -8.71954, 14.48373)  0.0893
H (-8.54517, -9.08963, 14.52901)  0.0879
C (-14.93937, 0.71310, 6.77089)  -0.1055
O (-14.71294, 0.34410, 8.11947)  -0.2274
P (-13.66846, -0.74718, 8.61153)  0.3734
O (-13.57539, -0.74556, 10.08352)  -0.2287
O (-14.16118, -2.12259, 7.96356)  -0.2264
C (-15.56340, -2.45146, 7.83805)  -0.0544
O (-12.34367, -0.36181, 7.84032)  -0.1969
C (-11.05822, -0.63221, 8.40341)  -0.0876
H (-14.35625, 0.09045, 6.08580)  0.0911
H (-14.63748, 1.73599, 6.55741)  0.0936
H (-15.97963, 0.55086, 6.49222)  0.0827
H (-15.76700, -2.70548, 6.80017)  0.0936
H (-16.18530, -1.60492, 8.12135)  0.0671
H (-15.70516, -3.29120, 8.51208)  0.0746
H (-10.39951, 0.23393, 8.37146)  0.0919
H (-10.56271, -1.41361, 7.82592)  0.0933
H (-11.18957, -0.98975, 9.42290)  0.0500
C (-9.74442, -0.00457, 12.00390)  -0.0671
C (-8.62464, 0.23763, 11.01725)  -0.2183
O (-7.39975, -0.27489, 11.53716)  0.0055
C (-6.43677, -0.58638, 10.67944)  -0.5485
C (-5.17154, -1.05483, 11.38085)  0.0187
O (-6.47738, -0.52773, 9.47792)  0.1029
H (-10.70597, 0.17165, 11.51850)  0.0750
H (-9.66694, 0.66056, 12.86846)  0.0787
H (-9.76439, -1.00975, 12.42990)  0.0581
H (-8.86222, -0.21738, 10.05857)  0.0899
H (-8.56526, 1.32337, 10.90499)  0.1307
H (-4.46412, -1.26029, 10.57734)  0.0808
H (-5.26718, -1.98409, 11.93892)  0.0805
H (-4.70683, -0.26467, 11.96989)  0.0840
C (-17.47333, -7.99352, 10.31288)  -0.0533
C (-17.74317, -9.47102, 10.51022)  -0.2147
O (-19.10066, -9.70322, 10.81992)  0.0112
C (-19.54526, -10.95322, 10.86448)  -0.5349
C (-21.03630, -11.05170, 11.05547)  0.0235
O (-18.85693, -11.93620, 10.72679)  0.0966
H (-16.56814, -7.80310, 9.73758)  0.0816
H (-17.41780, -7.43086, 11.24643)  0.0633
H (-18.30068, -7.57101, 9.73700)  0.0728
H (-17.46650, -9.98131, 9.58002)  0.1316
H (-17.12758, -9.96192, 11.26835)  0.0916
H (-21.25513, -11.85638, 11.75568)  0.0924
H (-21.54177, -11.33017, 10.13272)  0.0760
H (-21.48468, -10.12451, 11.40621)  0.0748
C (-21.25832, -4.53082, 17.00880)  -0.0646
C (-20.59844, -5.07700, 15.76066)  -0.1923
O (-20.73916, -4.07993, 14.71346)  0.0035
C (-19.94597, -4.18294, 13.66278)  -0.5454
C (-20.12859, -3.06621, 12.67099)  0.0148
O (-19.04059, -4.98037, 13.55542)  0.0615
H (-22.34472, -4.56864, 16.97490)  0.0782
H (-20.84715, -3.53174, 17.15429)  0.0835
H (-20.94525, -5.12424, 17.86934)  0.0794
H (-19.52164, -5.10411, 15.92867)  0.1159
H (-21.05973, -5.99925, 15.41460)  0.1325
H (-19.87240, -2.12288, 13.14563)  0.0831
H (-21.17459, -2.91349, 12.39681)  0.1007
H (-19.50573, -3.26292, 11.80469)  0.0690
C (-8.02180, -2.13939, 15.10639)  -0.0524
C (-9.48039, -2.42474, 15.36618)  -0.2045
O (-10.05122, -1.78464, 16.51370)  0.0135
C (-11.11373, -2.28030, 17.09740)  -0.5522
C (-11.56698, -1.46364, 18.28903)  0.0329
O (-11.75330, -3.22358, 16.66981)  0.0749
H (-7.77939, -1.12743, 14.78935)  0.0757
H (-7.70504, -2.86527, 14.35573)  0.0799
H (-7.42698, -2.37837, 15.99136)  0.0662
H (-10.02344, -2.05361, 14.49416)  0.0969
H (-9.61609, -3.49394, 15.49691)  0.1023
H (-10.82528, -1.50004, 19.08409)  0.0886
H (-12.54268, -1.83083, 18.58731)  0.0804
H (-11.65378, -0.44270, 17.91489)  0.0846
C (-16.31488, -4.57938, 11.23122)  -0.0362
C (-15.75774, -4.57553, 12.63182)  -0.1934
O (-14.77438, -3.53918, 12.79338)  -0.0071
C (-13.48839, -3.88748, 12.73608)  -0.5303
C (-12.56712, -2.71865, 12.67070)  0.0356
O (-13.05179, -5.00738, 12.79346)  0.1039
H (-15.57720, -4.94249, 10.50776)  0.0720
H (-16.55068, -3.56284, 10.90697)  0.0565
H (-17.21341, -5.18636, 11.13513)  0.0504
H (-16.54920, -4.41360, 13.36300)  0.1088
H (-15.26988, -5.51773, 12.88992)  0.0841
H (-12.14255, -2.64795, 11.66747)  0.0742
H (-11.79292, -2.82473, 13.42756)  0.0800
H (-13.07274, -1.76281, 12.80091)  0.0638
C (-12.69813, -5.52240, 8.97604)  -0.0338
C (-11.71547, -4.36094, 9.17196)  -0.1881
O (-10.83100, -4.76958, 10.23799)  -0.0260
C (-9.78030, -3.99534, 10.52688)  -0.5303
C (-8.88960, -4.74038, 11.49989)  0.0315
O (-9.67097, -2.82618, 10.25822)  0.0959
H (-13.68598, -5.17763, 8.68209)  0.0607
H (-12.71938, -6.15706, 9.85682)  0.0636
H (-12.27912, -6.12534, 8.16640)  0.0767
H (-11.04837, -4.09289, 8.35306)  0.1272
H (-12.27664, -3.47960, 9.49287)  0.0931
H (-9.43208, -4.87923, 12.43631)  0.0703
H (-8.04552, -4.08482, 11.71291)  0.0793
H (-8.54425, -5.71677, 11.17177)  0.0894

=====

No. 2
The following is a quantum chemistry calculation of a single C21H24N2O6 molecule, from OMol25.

Values from the calculation:
Charge: 0
ΔE to the lowest compared entry with this formula, charge and spin (kJ/mol): 0.00
Spin multiplicity: 1
E (Eh): -1375.639594
SMILES: CCc1ccc(N2C(=O)C[C@@H](N(C[C@H]3CCCO3)C(=O)/C=C/C(=O)O)C2=O)cc1

Last column: Löwdin charge in e.
Element x y z (Å)
C (-4.63926, -4.56851, -2.97335)  -0.0942
C (-5.02068, -4.44856, -1.49618)  -0.2142
C (-4.15820, -3.42529, -0.81590)  -0.2473
C (-2.95176, -3.78982, -0.23164)  -0.0250
C (-2.12957, -2.84596, 0.35426)  0.0029
C (-2.51865, -1.51414, 0.36671)  -0.1795
N (-1.68240, -0.53717, 0.97369)  0.1055
C (-1.08849, -0.71280, 2.22334)  -0.3921
O (-1.25669, -1.66926, 2.92631)  0.1280
C (-0.22785, 0.49488, 2.49097)  0.0103
C (-0.53846, 1.47071, 1.35232)  -0.1484
N (0.63911, 2.07432, 0.75841)  0.0056
C (1.25701, 1.48969, -0.40882)  -0.0751
C (1.91529, 0.12532, -0.10851)  -0.2922
C (2.91946, -0.26024, -1.20176)  -0.1144
C (4.23785, 0.26159, -0.63161)  -0.1423
C (4.03310, 0.02282, 0.86192)  -0.1804
O (2.64533, 0.20202, 1.10854)  -0.1180
C (1.16890, 3.13294, 1.42222)  -0.4351
O (0.61667, 3.65346, 2.37105)  0.0935
C (2.49655, 3.59650, 0.92962)  0.0330
C (2.76149, 4.82830, 0.50435)  0.0333
C (4.13068, 5.18488, 0.08657)  -0.5356
O (5.04237, 4.40339, -0.03413)  0.0956
O (4.25673, 6.49089, -0.17109)  0.1136
C (-1.37588, 0.66278, 0.37220)  -0.3668
O (-1.71541, 0.99452, -0.73443)  0.1239
C (-3.72162, -1.13154, -0.20947)  0.0045
C (-4.52739, -2.08590, -0.80030)  -0.0244
H (-3.59949, -4.87187, -3.07220)  0.0740
H (-5.26551, -5.30654, -3.46884)  0.0681
H (-4.76500, -3.61190, -3.47520)  0.0744
H (-4.89645, -5.41894, -1.01209)  0.1092
H (-6.07018, -4.15878, -1.41845)  0.1093
H (-2.64954, -4.82689, -0.23458)  0.1161
H (-1.19745, -3.14117, 0.80953)  0.1164
H (-0.43211, 0.90289, 3.47984)  0.1405
H (0.82466, 0.19943, 2.46865)  0.1281
H (-1.15340, 2.30371, 1.72237)  0.1713
H (0.50547, 1.36372, -1.19325)  0.1283
H (2.01237, 2.19034, -0.76816)  0.1272
H (1.13101, -0.63431, 0.00948)  0.1482
H (2.95862, -1.34455, -1.30858)  0.1196
H (2.66135, 0.17870, -2.16248)  0.1207
H (4.35804, 1.32599, -0.83610)  0.1071
H (5.10510, -0.26833, -1.01654)  0.1149
H (4.31387, -1.00324, 1.13579)  0.1240
H (4.58698, 0.71875, 1.49551)  0.1219
H (3.30667, 2.88219, 1.01239)  0.1204
H (2.01307, 5.60146, 0.43268)  0.1283
H (5.16577, 6.69987, -0.43756)  0.1328
H (-4.01923, -0.09501, -0.19846)  0.1180
H (-5.46286, -1.78536, -1.24905)  0.1165

=====

No. 3
The following is a quantum chemistry calculation of 2 unconnected molecules or ions with the total composition C4H12N2, from OMol25.

Values from the calculation:
Charge: 0
ΔE to the lowest compared entry with this formula, charge and spin (kJ/mol): 196.58
Spin multiplicity: 1
E (Eh): -269.041472
SMILES: [H]/N=C/N.CCC

Last column: Löwdin charge in e.
Element x y z (Å)
H (-0.45924, -2.03281, -1.82640)  0.0250
N (-0.62987, -2.55309, -0.96796)  0.0000
C (-1.92293, -2.55861, -0.83000)  -0.3597
N (-2.38908, -2.13226, 0.38887)  0.0445
H (-2.57084, -2.79350, -1.72446)  0.1241
H (-3.13210, -1.43690, 0.41196)  0.0889
H (-1.65021, -1.83399, 1.02255)  0.0875
C (0.78555, 1.78414, 1.48911)  -0.1566
C (1.70252, 1.17765, 0.45828)  -0.3416
C (1.14273, 1.26004, -1.00025)  -0.1061
H (0.79265, 2.86574, 1.36185)  0.0607
H (1.03712, 1.42410, 2.60264)  0.1150
H (-0.25130, 1.51010, 1.27766)  0.0541
H (1.79584, 0.07673, 0.65593)  0.1043
H (2.72957, 1.59271, 0.54866)  0.0988
H (0.43641, 0.44149, -0.91113)  0.0476
H (0.65186, 2.17393, -1.28125)  0.0610
H (1.93133, 1.03454, -1.67605)  0.0524

=====

No. 4
The following is a quantum chemistry calculation of a single C5H9NO molecule, from OMol25.

Values from the calculation:
Charge: 0
ΔE to the lowest compared entry with this formula, charge and spin (kJ/mol): 229.63
Spin multiplicity: 1
E (Eh): -325.850093
SMILES: CC(C)=C=NCO

Last column: Löwdin charge in e.
Element x y z (Å)
C (-1.63227, -0.47851, -1.11268)  -0.0599
C (-0.97365, -0.25341, 0.22330)  -0.3395
C (-0.85408, -1.38714, 1.20796)  -0.0601
C (-0.28727, 0.83646, 0.42166)  -0.0958
N (0.46997, 1.80356, 0.54997)  0.0968
C (1.80454, 1.59121, 0.02171)  -0.2902
O (1.93557, 0.29655, -0.52417)  -0.0539
H (-1.15050, -1.33375, -1.60233)  0.0811
H (-1.50724, 0.39041, -1.76503)  0.0803
H (-2.70168, -0.69684, -1.02731)  0.0755
H (-1.82399, -1.72655, 1.58558)  0.0755
H (-0.23061, -1.10391, 2.06079)  0.0803
H (-0.36936, -2.23583, 0.70973)  0.0812
H (1.97675, 2.35973, -0.74380)  0.1186
H (2.50958, 1.74212, 0.85019)  0.1186
H (2.83426, 0.19591, -0.85559)  0.0915

=====

Number 1: LUMO level 0.36 eV, strongest force on any atom 2.05 eV/Å. Number 2: LUMO level 0.14 eV, strongest force on any atom 0.70 eV/Å. Number 3: LUMO level 0.85 eV, strongest force on any atom 2.73 eV/Å. Number 4: LUMO level 0.73 eV, strongest force on any atom 0.78 eV/Å.